Entry 1:
Computed, not measured: a single C6H11N molecule at a distorted geometry, with the ωB97M-V functional and the def2-TZVPD basis.

The energy above the lowest of the compared OMol25 structures with the same formula, charge and spin comes out at 1.858 eV. The highest occupied orbital energy is -7.794 eV. Its structure (SMILES) is C/C=C(N)/C=C/C.

Geometry as ORCA input:
```
! wB97M-V def2-TZVPD RIJCOSX def2/J DEFGRID3
* xyz 0 1
C -1.190 2.817 0.685
C -0.042 1.822 0.550
C -0.224 0.574 0.087
N -1.441 0.089 -0.436
C 0.931 -0.314 -0.316
C 0.941 -1.588 0.091
C 1.457 -2.833 -0.579
H -1.925 2.405 1.385
H -0.702 3.699 1.102
H -1.757 2.891 -0.250
H 1.012 2.074 0.582
H -1.403 -0.878 -0.695
H -2.242 0.318 0.135
H 1.531 0.276 -1.003
H 0.257 -1.769 0.914
H 1.143 -2.927 -1.618
H 2.554 -2.917 -0.552
H 1.099 -3.740 -0.083
*
```

Atom-resolved charges from Mulliken, all expressed in e: atom 1 (C): -1.225, atom 2 (C): -0.198, atom 3 (C): 0.504, atom 4 (N): -0.515, atom 5 (C): -0.782, atom 6 (C): -0.072, atom 7 (C): -1.067, atom 8 (H): 0.285, atom 9 (H): 0.326, atom 10 (H): 0.321, atom 11 (H): 0.357, atom 12 (H): 0.303, atom 13 (H): 0.214, atom 14 (H): 0.316, atom 15 (H): 0.344, atom 16 (H): 0.278, atom 17 (H): 0.287, atom 18 (H): 0.326

---

Entry 2:
Computed, not measured: a single C6H11N molecule at a distorted geometry, with the ωB97M-V functional and the def2-TZVPD basis.

The energy above the lowest of the compared OMol25 structures with the same formula, charge and spin comes out at 0.503 eV. The highest occupied orbital energy is -11.255 eV. Its structure (SMILES) is CCC(C)(C)C#N.

Geometry as ORCA input:
```
! wB97M-V def2-TZVPD RIJCOSX def2/J DEFGRID3
* xyz 0 1
C 2.123 0.101 -0.230
C 0.870 -0.660 0.205
C -0.454 0.138 0.271
C -1.648 -0.816 0.218
C -0.655 0.962 -1.003
C -0.602 0.745 1.611
N -0.734 1.009 2.732
H 2.063 0.431 -1.273
H 2.996 -0.557 -0.154
H 2.313 0.980 0.397
H 1.033 -1.108 1.191
H 0.692 -1.487 -0.496
H -1.589 -1.568 1.011
H -2.561 -0.220 0.349
H -1.620 -1.237 -0.820
H -1.577 1.549 -0.984
H 0.181 1.599 -1.303
H -0.829 0.138 -1.723
*
```

Atom-resolved charges from Mulliken, all expressed in e: atom 1 (C): -1.257, atom 2 (C): -0.568, atom 3 (C): 1.337, atom 4 (C): -1.588, atom 5 (C): -1.341, atom 6 (C): -0.096, atom 7 (N): -0.528, atom 8 (H): 0.342, atom 9 (H): 0.379, atom 10 (H): 0.328, atom 11 (H): 0.414, atom 12 (H): 0.273, atom 13 (H): 0.382, atom 14 (H): 0.421, atom 15 (H): 0.422, atom 16 (H): 0.385, atom 17 (H): 0.369, atom 18 (H): 0.325

---

Entry 3:
Computed, not measured: a single C6H11N molecule at a distorted geometry, with the ωB97M-V functional and the def2-TZVPD basis.

The energy above the lowest of the compared OMol25 structures with the same formula, charge and spin comes out at 3.307 eV. The highest occupied orbital energy is -7.289 eV. Its structure (SMILES) is C=C/C=C(\C)NC.

Geometry as ORCA input:
```
! wB97M-V def2-TZVPD RIJCOSX def2/J DEFGRID3
* xyz 0 1
C -1.574 -2.456 0.172
C -0.574 -2.051 1.009
C -0.337 -0.621 1.157
C 0.117 0.145 0.127
C 1.318 -0.197 -0.739
N -0.212 1.505 0.174
C 0.306 2.507 -0.749
H -1.411 -3.332 -0.449
H -2.462 -1.845 0.063
H -0.188 -2.828 1.675
H -0.551 -0.158 2.122
H 0.922 -0.270 -1.752
H 2.008 0.639 -0.691
H 1.783 -1.124 -0.431
H -0.418 1.772 1.125
H -0.223 3.410 -0.448
H 0.131 2.144 -1.753
H 1.366 2.759 -0.612
*
```

Atom-resolved charges from Mulliken, all expressed in e: atom 1 (C): -0.640, atom 2 (C): -0.537, atom 3 (C): -0.566, atom 4 (C): 0.822, atom 5 (C): -1.313, atom 6 (N): -0.275, atom 7 (C): -0.882, atom 8 (H): 0.267, atom 9 (H): 0.304, atom 10 (H): 0.377, atom 11 (H): 0.271, atom 12 (H): 0.307, atom 13 (H): 0.366, atom 14 (H): 0.374, atom 15 (H): 0.225, atom 16 (H): 0.322, atom 17 (H): 0.270, atom 18 (H): 0.306

---

Entry 4:
Computed, not measured: a single C6H11N molecule at a distorted geometry, with the ωB97M-V functional and the def2-TZVPD basis.

The energy above the lowest of the compared OMol25 structures with the same formula, charge and spin comes out at 0.191 eV. The highest occupied orbital energy is -11.337 eV. Its structure (SMILES) is CCC[C@@H](C)C#N.

Geometry as ORCA input:
```
! wB97M-V def2-TZVPD RIJCOSX def2/J DEFGRID3
* xyz 0 1
C -2.424 -0.366 -0.883
C -1.347 0.485 -0.215
C 0.093 0.090 -0.601
C 1.013 -0.201 0.601
C 2.485 -0.332 0.192
C 0.872 0.840 1.634
N 0.748 1.657 2.444
H -3.422 -0.053 -0.558
H -2.385 -0.284 -1.975
H -2.304 -1.424 -0.622
H -1.511 1.540 -0.459
H -1.470 0.417 0.872
H 0.088 -0.815 -1.223
H 0.559 0.876 -1.208
H 0.683 -1.140 1.066
H 2.595 -1.105 -0.574
H 2.851 0.615 -0.219
H 3.114 -0.598 1.047
*
```

Atom-resolved charges from Mulliken, all expressed in e: atom 1 (C): -1.363, atom 2 (C): -0.337, atom 3 (C): -0.800, atom 4 (C): 0.666, atom 5 (C): -1.532, atom 6 (C): 0.170, atom 7 (N): -0.484, atom 8 (H): 0.377, atom 9 (H): 0.324, atom 10 (H): 0.342, atom 11 (H): 0.298, atom 12 (H): 0.313, atom 13 (H): 0.380, atom 14 (H): 0.315, atom 15 (H): 0.199, atom 16 (H): 0.387, atom 17 (H): 0.350, atom 18 (H): 0.394

---

Entry 5:
Computed, not measured: a gas-phase ion, C6H11N (charge +1) at a distorted geometry, with the ωB97M-V functional and the def2-TZVPD basis.

The energy above the lowest of the compared OMol25 structures with the same formula, charge and spin comes out at 2.462 eV. The highest occupied orbital energy (alpha / beta) is -13.506 / -13.902 eV.

Geometry as ORCA input:
```
! wB97M-V def2-TZVPD RIJCOSX def2/J DEFGRID3
* xyz 1 2
C -1.080 1.392 2.388
C -1.240 1.076 1.047
C -0.485 -0.014 0.514
N -0.570 -0.744 -0.657
C 0.468 -1.672 -0.874
C 1.500 -0.152 -2.357
C 1.543 -0.725 -1.131
H -1.985 1.592 2.971
H -0.452 0.680 2.897
H -0.713 2.429 2.573
H -2.010 1.451 0.369
H 0.300 -0.349 1.269
H -1.158 -0.494 -1.365
H 0.436 -2.110 -1.802
H 0.666 -2.416 -0.075
H 0.900 -0.635 -3.139
H 2.013 0.824 -2.477
H 1.865 -0.133 -0.151
*
```

Atom-resolved charges from Mulliken, all expressed in e: atom 1 (C): -1.106, atom 2 (C): 0.045, atom 3 (C): -0.035, atom 4 (N): 0.013, atom 5 (C): -0.732, atom 6 (C): -0.619, atom 7 (C): 0.088, atom 8 (H): 0.346, atom 9 (H): 0.357, atom 10 (H): 0.339, atom 11 (H): 0.331, atom 12 (H): 0.228, atom 13 (H): 0.266, atom 14 (H): 0.427, atom 15 (H): 0.249, atom 16 (H): 0.286, atom 17 (H): 0.268, atom 18 (H): 0.247

---

Entry 6:
Computed, not measured: 2 unconnected molecules or ions with the total composition C6H11N2 at a distorted geometry, with the ωB97M-V functional and the def2-TZVPD basis.

The energy above the lowest of the compared OMol25 structures with the same formula, charge and spin comes out at 5.523 eV. The highest occupied orbital energy is -13.032 eV.

Geometry as ORCA input:
```
! wB97M-V def2-TZVPD RIJCOSX def2/J DEFGRID3
* xyz 1 1
C 2.419 0.367 0.265
C 0.895 -2.548 -0.910
C 1.877 -0.218 -0.882
C 1.003 -1.285 -0.768
C -0.943 -0.030 -0.088
C -1.498 2.043 1.095
N -0.619 1.099 0.429
N -2.078 -0.674 -0.227
H 3.212 1.087 0.192
H 2.038 0.067 1.249
H 0.191 -3.347 -1.063
H 1.651 -3.136 -1.270
H 1.880 0.258 -1.799
H -2.087 2.705 0.372
H -2.243 1.415 1.657
H -0.927 2.670 1.787
H 0.330 1.306 0.380
H -2.135 -1.682 -0.398
H -2.966 -0.096 -0.021
*
```

Atom-resolved charges from Mulliken, all expressed in e: atom 1 (C): -0.765, atom 2 (C): -0.600, atom 3 (C): -0.282, atom 4 (C): 0.289, atom 5 (C): 0.379, atom 6 (C): -1.003, atom 7 (N): -0.064, atom 8 (N): -0.349, atom 9 (H): 0.302, atom 10 (H): 0.393, atom 11 (H): 0.313, atom 12 (H): 0.345, atom 13 (H): 0.352, atom 14 (H): 0.299, atom 15 (H): 0.354, atom 16 (H): 0.339, atom 17 (H): 0.204, atom 18 (H): 0.232, atom 19 (H): 0.258

---

Entry 7:
Computed, not measured: a gas-phase ion, C6H11N2 (charge +1) at a distorted geometry, with the ωB97M-V functional and the def2-TZVPD basis.

The energy above the lowest of the compared OMol25 structures with the same formula, charge and spin comes out at 7.058 eV. The highest occupied orbital energy (alpha / beta) is -13.744 / -10.373 eV.

Geometry as ORCA input:
```
! wB97M-V def2-TZVPD RIJCOSX def2/J DEFGRID3
* xyz 1 1
C -1.123 1.090 0.102
C -2.173 0.504 -0.476
C -1.191 2.212 0.891
C 0.221 0.517 -0.516
C 0.239 -1.927 -0.230
C 2.259 -0.627 0.233
N -3.125 -0.139 -0.656
N 0.801 -0.679 0.311
H -0.262 2.842 1.201
H -2.093 2.521 1.400
H -0.118 -0.041 -1.353
H 0.881 1.379 -0.534
H 0.587 -2.832 0.399
H 0.406 -2.141 -1.291
H 2.768 -1.618 0.729
H 2.435 -0.565 -0.904
H 2.746 0.185 0.820
H -3.788 -0.206 -1.401
H 0.531 -0.474 1.275
*
```

Atom-resolved charges from Mulliken, all expressed in e: atom 1 (C): 0.554, atom 2 (C): 0.137, atom 3 (C): -1.169, atom 4 (C): -0.873, atom 5 (C): -0.569, atom 6 (C): -0.819, atom 7 (N): -0.302, atom 8 (N): 0.051, atom 9 (H): 0.253, atom 10 (H): 0.346, atom 11 (H): 0.437, atom 12 (H): 0.471, atom 13 (H): 0.352, atom 14 (H): 0.381, atom 15 (H): 0.317, atom 16 (H): 0.386, atom 17 (H): 0.339, atom 18 (H): 0.323, atom 19 (H): 0.384

---

Entry 8:
Computed, not measured: a gas-phase ion, C6H11N2 (charge +1) at a distorted geometry, with the ωB97M-V functional and the def2-TZVPD basis.

The energy above the lowest of the compared OMol25 structures with the same formula, charge and spin comes out at 6.611 eV. The highest occupied orbital energy is -14.328 eV.

Geometry as ORCA input:
```
! wB97M-V def2-TZVPD RIJCOSX def2/J DEFGRID3
* xyz 1 1
C 2.699 0.605 -0.089
C 1.345 1.284 -0.073
C 0.224 0.525 -0.824
C -0.535 -0.509 -0.002
C -0.044 -1.117 1.031
N -3.186 -0.178 0.989
C -2.932 -0.979 0.055
N -1.679 -1.077 -0.682
H 3.336 1.103 0.631
H 2.533 -0.410 0.333
H 3.034 0.438 -1.108
H 1.463 2.212 -0.669
H 0.966 1.591 0.907
H 0.630 0.068 -1.723
H -0.497 1.283 -1.154
H 0.206 -1.112 2.085
H -2.406 -0.034 1.628
H -3.664 -1.644 -0.404
H -1.495 -2.049 -0.932
*
```

Atom-resolved charges from Mulliken, all expressed in e: atom 1 (C): -0.986, atom 2 (C): -0.734, atom 3 (C): -0.449, atom 4 (C): -0.160, atom 5 (C): 0.083, atom 6 (N): -0.526, atom 7 (C): 0.153, atom 8 (N): -0.169, atom 9 (H): 0.330, atom 10 (H): 0.274, atom 11 (H): 0.339, atom 12 (H): 0.350, atom 13 (H): 0.422, atom 14 (H): 0.344, atom 15 (H): 0.323, atom 16 (H): 0.383, atom 17 (H): 0.269, atom 18 (H): 0.395, atom 19 (H): 0.358

---

Entry 9:
Computed, not measured: a gas-phase ion, C6H11N2 (charge +1) at a distorted geometry, with the ωB97M-V functional and the def2-TZVPD basis.

The energy above the lowest of the compared OMol25 structures with the same formula, charge and spin comes out at 2.413 eV. The highest occupied orbital energy is -13.391 eV. Its structure (SMILES) is C=N/C=C\[N+](C)=C\C.

Geometry as ORCA input:
```
! wB97M-V def2-TZVPD RIJCOSX def2/J DEFGRID3
* xyz 1 1
C -2.889 0.872 -0.158
N -1.858 0.157 -0.267
C -1.632 -1.119 0.114
C -0.361 -1.535 0.310
N 0.679 -0.627 0.179
C 1.897 -1.124 -0.423
C 0.489 0.631 0.449
C 1.441 1.693 0.088
H -2.909 1.810 -0.693
H -3.742 0.629 0.473
H -2.430 -1.852 0.086
H -0.097 -2.565 0.476
H 2.644 -1.311 0.350
H 1.694 -2.056 -0.948
H 2.301 -0.407 -1.133
H -0.338 0.895 1.089
H 2.362 1.594 0.669
H 1.022 2.671 0.302
H 1.726 1.644 -0.961
*
```

Atom-resolved charges from Mulliken, all expressed in e: atom 1 (C): -0.223, atom 2 (N): -0.448, atom 3 (C): 0.017, atom 4 (C): -0.665, atom 5 (N): 0.092, atom 6 (C): -1.011, atom 7 (C): 0.436, atom 8 (C): -1.409, atom 9 (H): 0.278, atom 10 (H): 0.269, atom 11 (H): 0.448, atom 12 (H): 0.475, atom 13 (H): 0.338, atom 14 (H): 0.399, atom 15 (H): 0.369, atom 16 (H): 0.513, atom 17 (H): 0.374, atom 18 (H): 0.345, atom 19 (H): 0.400

---

Entry 10:
Computed, not measured: 2 unconnected molecules or ions with the total composition C6H11N2O at a distorted geometry, with the ωB97M-V functional and the def2-TZVPD basis.

The energy above the lowest of the compared OMol25 structures with the same formula, charge and spin comes out at 4.816 eV. The highest occupied orbital energy is -12.656 eV.

Geometry as ORCA input:
```
! wB97M-V def2-TZVPD RIJCOSX def2/J DEFGRID3
* xyz 1 1
C 2.855 1.959 -0.489
C 2.091 2.237 0.347
C -2.003 0.393 -0.059
C -3.367 0.340 0.057
C -0.050 -0.960 0.147
C 1.869 -2.362 0.059
N -1.298 -0.799 -0.163
N -1.207 1.486 0.149
O 0.448 -2.149 -0.007
H 3.419 1.762 -1.360
H 1.499 2.536 1.180
H -3.945 1.289 0.137
H -3.806 -0.615 -0.004
H 0.698 -0.299 0.575
H 1.933 -3.029 -0.757
H 2.182 -2.656 1.011
H 2.469 -1.400 0.061
H -1.780 -1.640 -0.505
H -0.371 1.406 -0.343
H -1.638 2.502 -0.036
*
```

Atom-resolved charges from Mulliken, all expressed in e: atom 1 (C): -0.190, atom 2 (C): -0.675, atom 3 (C): 0.654, atom 4 (C): -0.979, atom 5 (C): 0.137, atom 6 (C): -0.591, atom 7 (N): -0.056, atom 8 (N): -0.474, atom 9 (O): -0.345, atom 10 (H): 0.416, atom 11 (H): 0.478, atom 12 (H): 0.242, atom 13 (H): 0.285, atom 14 (H): 0.354, atom 15 (H): 0.283, atom 16 (H): 0.332, atom 17 (H): 0.282, atom 18 (H): 0.309, atom 19 (H): 0.227, atom 20 (H): 0.310

---

Entry 11:
Computed, not measured: 2 unconnected molecules or ions with the total composition C6H11N2O at a distorted geometry, with the ωB97M-V functional and the def2-TZVPD basis.

The energy above the lowest of the compared OMol25 structures with the same formula, charge and spin comes out at 7.103 eV. The highest occupied orbital energy (alpha / beta) is -12.734 / -12.734 eV.

Geometry as ORCA input:
```
! wB97M-V def2-TZVPD RIJCOSX def2/J DEFGRID3
* xyz 1 1
C -0.499 -0.343 2.003
C -0.402 -1.241 0.956
C 1.174 0.949 0.761
C 0.141 0.979 1.889
C -1.428 1.031 -1.316
C 1.424 -1.722 -1.985
N 1.239 0.036 -0.094
N 0.330 -0.907 -0.169
O 0.495 -1.751 -1.114
H -0.876 -0.558 2.982
H -0.924 -2.167 0.892
H 1.985 1.645 0.754
H -0.616 1.724 1.548
H 0.425 1.525 2.854
H -0.988 0.318 -1.999
H -2.099 0.615 -0.561
H -2.105 1.524 -1.918
H 1.244 -2.529 -2.744
H 2.326 -0.995 -1.955
H -0.847 1.866 -0.784
*
```

Atom-resolved charges from Mulliken, all expressed in e: atom 1 (C): -0.530, atom 2 (C): -0.292, atom 3 (C): -0.409, atom 4 (C): -0.422, atom 5 (C): -0.999, atom 6 (C): 0.032, atom 7 (N): -0.684, atom 8 (N): 0.858, atom 9 (O): -0.164, atom 10 (H): 0.421, atom 11 (H): 0.458, atom 12 (H): 0.441, atom 13 (H): 0.257, atom 14 (H): 0.402, atom 15 (H): 0.178, atom 16 (H): 0.258, atom 17 (H): 0.430, atom 18 (H): 0.298, atom 19 (H): 0.294, atom 20 (H): 0.172

---

Entry 12:
Computed, not measured: 2 unconnected molecules or ions with the total composition C6H11N2O at a distorted geometry, with the ωB97M-V functional and the def2-TZVPD basis.

The energy above the lowest of the compared OMol25 structures with the same formula, charge and spin comes out at 3.040 eV. The highest occupied orbital energy is -13.452 eV.

Geometry as ORCA input:
```
! wB97M-V def2-TZVPD RIJCOSX def2/J DEFGRID3
* xyz 1 1
C -2.317 1.519 -0.457
C -2.591 0.202 -0.213
C -0.400 0.508 -0.345
C 2.178 0.511 1.191
C -1.182 -1.813 -0.168
C 1.743 -0.016 -0.136
N -0.892 1.692 -0.566
N -1.355 -0.380 -0.181
O 2.176 0.570 -1.229
H -2.854 2.351 -0.523
H -3.507 -0.237 -0.199
H 1.529 0.186 1.872
H 2.113 1.621 1.088
H 3.178 0.243 1.480
H -0.273 -2.112 0.406
H -2.079 -2.187 0.375
H -1.034 -2.221 -1.166
H 1.449 -1.050 -0.399
H -0.534 2.643 -0.589
H 1.955 0.017 -2.008
*
```

Atom-resolved charges from Mulliken, all expressed in e: atom 1 (C): -0.709, atom 2 (C): -0.238, atom 3 (C): -0.033, atom 4 (C): -1.159, atom 5 (C): -0.913, atom 6 (C): 0.182, atom 7 (N): -0.037, atom 8 (N): 0.170, atom 9 (O): -0.429, atom 10 (H): 0.513, atom 11 (H): 0.488, atom 12 (H): 0.364, atom 13 (H): 0.340, atom 14 (H): 0.366, atom 15 (H): 0.343, atom 16 (H): 0.311, atom 17 (H): 0.322, atom 18 (H): 0.459, atom 19 (H): 0.274, atom 20 (H): 0.385